{
  "formula": "C41H44ClF13NO32S",
  "method": "ωB97M-V/def2-TZVPD",
  "multiplicity": 1,
  "charge": 1,
  "e_homo_ev": -12.180,
  "e_tot_ev": -168918.681,
  "gap_ha": 0.2671,
  "symbols": ["F", "F", "O", "H", "H", "C", "F", "H", "C", "O", "O", "H", "C", "C", "C", "H", "C", "H", "H", "H", "H", "H", "F", "O", "F", "C", "O", "C", "F", "C", "O", "O", "H", "H", "H", "C", "F", "F", "N", "H", "H", "C", "C", "O", "H", "H", "C", "C", "H", "C", "C", "C", "O", "O", "C", "H", "O", "C", "O", "O", "C", "H", "S", "H", "C", "O", "F", "C", "O", "H", "C", "O", "O", "H", "C", "O", "H", "H", "C", "H", "C", "C", "C", "H", "O", "H", "F", "O", "O", "O", "C", "C", "H", "C", "Cl", "H", "H", "F", "H", "C", "O", "C", "F", "C", "H", "O", "O", "H", "C", "O", "O", "F", "H", "H", "O", "H", "H", "H", "H", "C", "C", "H", "H", "O", "C", "O", "O", "C", "C", "H", "H", "C", "O"],
  "positions_angstrom": [[9.8490, 1.6287, -6.2285], [-0.8111, -7.7817, 3.4981], [-7.3098, -3.0201, 3.0844], [-2.8183, 9.4929, -2.5001], [-3.6398, -2.9830, 1.1040], [1.2300, -8.9602, 3.3083], [-0.1871, 0.2007, -0.3993], [4.6176, -2.3757, -0.7651], [1.8427, -2.4468, -0.6371], [-2.1002, -1.8403, 4.5297], [-5.3188, -2.8278, 4.1064], [1.3815, -8.6512, 4.3434], [4.5009, -2.2350, -5.0112], [-3.6376, 8.8124, -2.7372], [8.4798, 4.2436, -8.4787], [-4.6648, 7.1257, -1.8407], [-5.9396, -4.0143, 4.6171], [-6.3932, -3.7992, 5.5855], [3.8053, -0.3524, -4.1874], [8.9029, 3.6857, -9.3165], [-6.9613, 1.6430, 3.7542], [-5.2135, -4.8148, 4.7391], [0.3432, 3.7686, -3.0663], [-4.7625, 9.5515, -3.1763], [1.4131, 1.6342, -0.3288], [0.5254, 4.6514, -2.0521], [4.8942, -0.1976, -5.9568], [2.1272, -7.4237, 1.9464], [-3.2549, 7.9636, -3.7254], [-0.5380, 6.4267, -1.2345], [-8.9877, 1.9773, 6.9213], [-4.4788, 1.3516, 6.6069], [0.3470, 3.6369, -0.1428], [-4.0025, -1.0963, 4.3158], [2.9578, -0.8556, -5.6611], [-5.7213, 2.9244, 7.6870], [-7.7094, 3.2817, 2.8767], [1.1529, 0.3736, 1.3761], [0.5297, -2.7598, -0.8445], [-0.1601, -2.0317, -1.0271], [5.2048, -2.3512, -4.1839], [0.1439, -8.1728, 2.6270], [-9.1453, 1.5364, 3.5655], [-6.0475, -1.1813, 2.7523], [-1.6317, -5.2602, -0.6649], [-0.3224, -8.6830, 1.7815], [5.5596, -1.1599, -6.6446], [8.4645, -0.1850, -5.6074], [0.5732, -6.0932, -0.6150], [-3.0005, -0.9159, 3.9432], [2.2851, -4.8243, -0.4055], [9.4615, 4.5640, -7.3835], [-8.0120, 2.8356, 5.0684], [3.5465, -0.4605, 0.0277], [4.6265, -3.3118, 1.2583], [8.6078, -1.0234, -6.2834], [-4.7009, 3.5629, 6.9050], [-7.8516, 2.2762, 3.7720], [-5.1572, 8.9649, -1.0408], [8.0747, 5.5245, -8.9183], [-4.1787, 8.0611, -1.5545], [-2.0750, -2.1881, -0.8144], [2.3361, -0.7222, -0.6790], [-6.6651, 2.9588, 7.1443], [-1.5909, -1.2143, 5.6390], [8.5674, 0.1776, -2.2359], [7.3965, 3.5817, -7.9958], [-4.0538, 2.5939, 6.2302], [9.5341, 1.1035, -4.0558], [10.6414, -0.0100, -5.3872], [-5.1874, 1.5261, 7.8246], [2.9227, -6.8015, 1.3110], [8.1317, -0.6361, -4.2889], [-6.5942, -4.9173, 2.7241], [0.0794, -3.9999, -0.8586], [9.2483, 7.4398, -9.1615], [8.9719, 4.7238, -6.4209], [5.7005, -3.1462, 1.3970], [9.7302, 0.5905, -5.3628], [-4.5109, 1.3775, 8.6684], [-2.6381, -3.3952, 0.9337], [-6.2124, -2.2400, 3.2650], [4.2328, -3.2556, -0.2381], [3.0166, -5.6267, -0.2162], [2.3822, -8.6071, 2.5310], [-1.5484, -4.4455, -2.2186], [-6.1857, 0.6143, 7.8835], [2.5071, -0.3305, -2.0491], [5.1809, -2.4087, -6.2389], [-1.0156, -1.7721, 6.5117], [2.7343, -3.4624, -0.4380], [-6.9651, -4.3136, 3.5553], [7.6595, 0.4411, -5.9897], [-1.3932, -4.2968, -1.1365], [-3.9450, -3.4895, -1.4243], [-1.6510, 0.7569, 3.6498], [4.0286, -2.5553, 1.7903], [-2.9769, -1.0870, 2.5893], [10.2244, 3.7991, -7.2675], [-2.3525, -3.2249, -0.5787], [-9.4744, 1.1338, 4.8960], [0.9417, -5.0690, -0.6184], [3.5245, -3.1775, -4.9107], [8.7267, 0.2127, -3.4094], [1.0519, -10.0323, 3.2831], [10.0292, 5.7931, -7.8379], [6.3736, -0.9413, -7.4770], [-3.1866, 1.1831, 4.4216], [1.0530, 0.4096, 0.0568], [-0.0800, 5.8809, -2.3989], [-6.4006, 10.5769, -2.0059], [-8.0638, -4.8970, 4.0800], [-1.1621, 3.7044, -1.0689], [-5.8487, 3.4217, 8.6455], [-0.5707, 5.5005, -0.2386], [-9.9336, 2.1814, 3.1740], [-3.4136, 7.8475, -0.8115], [4.7081, -4.1189, -0.7399], [1.5945, 4.8022, -1.8884], [-8.8438, 1.9810, 5.7449], [-0.2429, 4.2413, -0.8237], [4.3497, -4.2931, 1.6783], [-1.9198, -2.8395, 1.5474], [-1.8404, 0.1183, 5.6076], [9.1307, 6.3641, -8.6850], [-3.2146, 2.7819, 5.4066], [0.8435, -7.0232, 2.1624], [3.9200, -0.8538, -5.1453], [-5.5309, 9.7774, -2.0673], [-9.0363, 0.6744, 2.9110], [-2.6530, -4.4607, 1.2060], [-2.4278, 0.4129, 4.3372], [-0.8594, 7.5590, -1.1057]],
  "forces_ev_per_a": [[0.1, 0.0, 0.0], [0.0, 0.1, -0.1], [0.6, -0.1, -0.1], [0.1, -0.1, -0.1], [0.4, 0.0, 0.3], [0.1, -0.5, 0.2], [0.2, -0.5, 0.5], [-0.2, -0.1, 0.4], [-0.6, -0.3, 0.5], [-0.2, 0.2, 0.3], [-0.5, -0.2, -0.3], [-0.1, 0.2, -0.1], [-0.3, -0.3, -0.3], [-0.1, -0.2, -0.4], [-0.5, 0.1, 0.2], [0.0, 0.1, -0.2], [0.4, -0.3, 0.3], [-0.2, 0.0, -0.1], [0.2, 0.1, -0.1], [-0.1, -0.1, 0.0], [0.0, 0.1, -0.1], [0.2, 0.2, -0.1], [0.1, 0.0, 0.0], [0.2, 0.1, 0.5], [0.1, -0.7, -0.2], [-0.3, -0.1, -0.4], [0.1, -0.4, 0.0], [0.5, -0.1, 0.1], [0.1, 0.1, 0.0], [-0.2, 0.4, 0.0], [0.1, 0.1, -0.1], [0.2, 0.3, 0.2], [0.0, 0.3, 0.2], [0.0, 0.0, -0.2], [0.0, -0.2, 0.0], [-0.3, 0.5, 0.4], [0.1, 0.0, 0.0], [-0.7, -0.5, -0.3], [-0.1, 0.6, -0.1], [0.3, 0.0, 0.0], [-0.1, -0.1, 0.0], [-0.3, 0.2, 0.5], [-0.2, -0.4, -0.3], [0.0, 0.0, 0.1], [0.1, 0.3, -0.1], [-0.1, 0.1, 0.0], [0.1, 0.2, -0.5], [0.0, -0.3, -0.3], [-0.1, 0.4, 0.0], [0.4, 0.1, -0.2], [-0.4, 1.0, -0.5], [0.5, -0.2, 0.3], [-0.1, -0.7, 0.0], [-0.8, -0.8, 1.7], [-0.8, 0.1, -0.2], [-0.1, -0.1, 0.2], [0.2, -0.5, 0.0], [0.0, 0.5, -0.2], [0.1, 0.1, -0.4], [0.5, -0.2, 0.0], [0.2, -0.3, 0.7], [-0.1, -0.3, 0.0], [3.0, 1.4, -2.0], [0.0, -0.2, 0.0], [0.3, 0.1, 0.4], [-0.1, 0.0, -0.1], [0.0, -0.1, -0.1], [0.1, 0.4, -0.2], [0.0, -0.6, 0.0], [0.1, 0.1, -0.1], [-0.4, -0.3, -0.1], [-0.1, -0.3, 0.4], [0.2, 0.2, 0.0], [-0.1, 0.0, 0.0], [-1.3, -1.5, -0.1], [-0.1, -0.1, 0.1], [-0.2, -0.1, -0.1], [-0.3, 0.0, 0.0], [-0.1, 0.4, 0.0], [0.0, -0.1, 0.0], [0.0, 0.2, -0.6], [-0.1, 0.4, -0.1], [0.4, -0.7, -0.3], [-0.6, 0.7, -0.3], [-0.3, 0.3, -0.2], [0.2, 0.2, 0.3], [0.1, -0.1, 0.0], [-1.8, -0.6, -0.5], [0.2, 0.4, 0.4], [0.0, 0.0, -0.1], [1.5, -0.3, 0.3], [-0.5, -0.1, 0.3], [0.2, 0.2, 0.0], [0.3, 0.6, 0.1], [0.5, 0.1, 0.0], [0.0, -0.2, -0.1], [0.5, -0.1, 0.0], [0.0, 0.0, 0.0], [0.1, 0.2, -0.1], [-0.9, -0.8, 0.3], [0.3, 0.3, 0.0], [1.0, -0.1, 0.1], [0.1, -0.1, 0.1], [-0.2, 0.1, 0.4], [0.2, 0.0, -0.2], [-0.4, -0.1, -0.2], [-0.2, -0.1, 0.0], [0.3, -0.3, 0.0], [0.2, 1.1, 0.3], [0.3, 0.0, 0.5], [0.0, -0.1, 0.0], [0.0, 0.0, -0.1], [0.1, 0.0, -0.2], [0.2, 0.1, -0.1], [0.1, 0.0, -0.4], [0.2, 0.2, 0.0], [-0.1, 0.2, 0.1], [-0.2, 0.3, 0.1], [0.0, -0.1, -0.1], [-0.3, 0.0, 0.4], [0.0, -0.2, 0.5], [0.2, 0.3, -0.2], [-0.1, -0.3, -0.1], [-0.1, -0.5, -0.3], [0.1, 0.5, 0.0], [-0.3, 0.6, 0.3], [0.2, -0.4, -0.4], [-0.2, 0.5, 0.4], [-0.4, 0.2, 0.0], [0.0, -0.1, 0.2], [0.1, 0.3, -0.1], [-0.3, 0.2, -0.3], [-0.1, -0.1, 0.0]],
  "lowdin_charge": [0.073, 0.089, 0.147, 0.175, 0.056, -0.033, 0.150, 0.107, -0.168, 0.122, 0.041, 0.154, -0.313, -0.321, -0.319, 0.145, -0.035, 0.152, 0.118, 0.176, 0.168, 0.144, 0.075, 0.134, 0.154, -0.315, 0.081, -0.525, 0.071, -0.531, 0.181, 0.120, 0.117, 0.143, 0.151, -0.032, 0.083, 0.178, 0.172, 0.155, 0.173, -0.310, -0.050, 0.170, 0.126, 0.177, -0.546, -0.063, 0.140, -0.309, 0.080, -0.068, 0.117, -0.218, -0.050, 0.142, 0.102, -0.312, 0.074, 0.133, -0.068, 0.088, 0.797, 0.117, -0.538, 0.180, 0.068, -0.531, 0.141, 0.177, -0.299, 0.138, 0.066, 0.175, -0.161, 0.190, 0.147, 0.094, -0.297, 0.179, -0.113, -0.543, -0.186, 0.123, 0.103, 0.130, 0.084, -0.243, 0.143, 0.182, -0.131, -0.312, 0.132, -0.145, 0.634, 0.147, 0.081, 0.044, 0.123, -0.681, 0.083, 0.056, 0.064, -0.545, 0.149, 0.076, 0.174, 0.100, -0.648, 0.145, 0.187, 0.092, 0.148, 0.150, 0.082, 0.149, 0.124, 0.128, 0.178, -0.544, -0.067, 0.077, 0.074, 0.088, -0.541, 0.153, 0.123, -0.053, -0.542, 0.141, 0.089, -0.060, 0.184]
}